DFT (ωB97M-V/def2-TZVPD) results for 8 unconnected molecules or ions with the total composition C20H39Br15NS at a distorted geometry.

Computed properties:
Total charge: +1

Bonds (Å) are listed after each position.
Atoms and positions in Å:
1 Br 2.287 1.225 1.179  C2 1.970
2 C 0.536 1.789 1.881  Br1 1.970, C3 1.574, H10 1.109, H11 1.106
3 C -0.692 1.207 1.086  C2 1.574, C4 1.557, H12 1.126, H13 1.107
4 C -0.590 1.340 -0.462  C3 1.557, C5 1.576, H14 1.114, H15 1.117
5 C -0.445 0.007 -1.289  C4 1.576, C6 1.558, N9 1.474, H16 1.110
6 C -0.524 -1.401 -0.625  C5 1.558, S7 1.844, H17 1.102, H18 1.124
7 S 1.234 -1.776 -0.217  C6 1.844, C8 1.812
8 C 1.798 -0.797 -1.633  S7 1.812, N9 1.308, H19 1.103
9 N 0.829 -0.015 -2.031  C5 1.474, C8 1.308, H20 1.017
10 H 0.432 1.449 2.931  C2 1.109
11 H 0.497 2.893 1.819  C2 1.106
12 H -1.569 1.833 1.414  C3 1.126
13 H -0.885 0.189 1.477  C3 1.107
14 H -1.508 1.854 -0.830  C4 1.114
15 H 0.259 2.008 -0.746  C4 1.117
16 H -1.302 0.047 -1.994  C5 1.110
17 H -1.310 -1.618 0.117  C6 1.102
18 H -0.696 -2.081 -1.503  C6 1.124
19 H 2.795 -0.868 -2.102  C8 1.103
20 H 0.988 0.574 -2.844  N9 1.017
21 Br 0.268 -5.360 -0.879  C22 1.948
22 C -0.705 -5.601 -2.550  Br21 1.948, C23 1.506, H25 1.087, H26 1.089
23 C 0.046 -5.008 -3.713  C22 1.506, Br24 1.951, H27 1.089, H28 1.087
24 Br -0.113 -3.063 -3.739  C23 1.951
25 H -1.690 -5.163 -2.408  C22 1.087
26 H -0.804 -6.679 -2.671  C22 1.089
27 H -0.382 -5.341 -4.657  C23 1.089
28 H 1.108 -5.238 -3.701  C23 1.087
29 Br -4.972 2.550 1.202  C30 1.949
30 C -4.514 3.320 2.933  Br29 1.949, C31 1.505, H33 1.087, H34 1.089
31 C -4.367 4.815 2.844  C30 1.505, Br32 1.951, H35 1.090, H36 1.091
32 Br -2.669 5.311 2.020  C31 1.951
33 H -3.610 2.821 3.273  C30 1.087
34 H -5.340 3.054 3.591  C30 1.089
35 H -4.341 5.258 3.839  C31 1.090
36 H -5.157 5.289 2.259  C31 1.091
37 Br 4.709 -2.241 1.458  C38 1.949
38 C 6.005 -0.784 1.488  Br37 1.949, C39 1.507, H41 1.087, H42 1.089
39 C 6.484 -0.494 2.888  C38 1.507, Br40 1.947, H43 1.089, H44 1.087
40 Br 5.148 0.495 3.901  C39 1.947
41 H 5.528 0.071 1.017  C38 1.087
42 H 6.830 -1.125 0.865  C38 1.089
43 H 7.361 0.151 2.864  C39 1.089
44 H 6.715 -1.390 3.459  C39 1.087
45 Br -8.383 7.825 4.712  C46 1.947
46 C -7.488 8.319 3.055  Br45 1.947, C47 1.507, H49 1.087, H50 1.089
47 C -8.062 7.576 1.877  C46 1.507, Br48 1.950, H51 1.089, H52 1.087
48 Br -7.434 5.731 1.825  C47 1.950
49 H -6.427 8.134 3.201  C46 1.087
50 H -7.654 9.390 2.949  C46 1.089
51 H -7.722 8.019 0.942  C47 1.089
52 H -9.148 7.540 1.882  C47 1.087
53 Br 3.563 1.187 10.187  C54 1.948
54 C 4.744 2.116 8.948  Br53 1.948, C55 1.507, H57 1.087, H58 1.089
55 C 5.056 1.267 7.744  C54 1.507, Br56 1.948, H59 1.089, H60 1.087
56 Br 6.365 -0.112 8.166  C55 1.948
57 H 5.629 2.403 9.510  C54 1.087
58 H 4.199 3.012 8.654  C54 1.089
59 H 5.518 1.867 6.961  C55 1.089
60 H 4.183 0.761 7.340  C55 1.087
61 Br -0.331 0.332 -5.210  C62 1.950
62 C -1.432 0.270 -6.818  Br61 1.950, C63 1.506, H65 1.087, H66 1.089
63 C -2.002 -1.107 -7.035  C62 1.506, Br64 1.947, H67 1.089, H68 1.087
64 Br -0.659 -2.328 -7.740  C63 1.947
65 H -0.809 0.612 -7.641  C62 1.087
66 H -2.228 0.994 -6.647  C62 1.089
67 H -2.787 -1.080 -7.789  C63 1.089
68 H -2.392 -1.556 -6.125  C63 1.087
69 Br 0.758 -7.463 -6.317  C70 1.949
70 C 2.690 -7.570 -6.089  Br69 1.949, C71 1.506, H73 1.087, H74 1.089
71 C 3.069 -8.670 -5.132  C70 1.506, Br72 1.949, H75 1.089, H76 1.087
72 Br 2.745 -8.143 -3.284  C71 1.949
73 H 3.027 -6.588 -5.766  C70 1.087
74 H 3.083 -7.775 -7.084  C70 1.089
75 H 4.138 -8.874 -5.187  C71 1.089
76 H 2.519 -9.592 -5.301  C71 1.087

Atom charges from the Löwdin analysis, given in e for atoms 1 to 8:
1 Br 0.623
2 C -0.541
3 C -0.250
4 C -0.145
5 C -0.329
6 C -0.374
7 S 0.855
8 C -0.282

DFT (ωB97M-V/def2-TZVPD) results for 2 unconnected molecules or ions with the total composition C20H39N4O3 at a distorted geometry.

Computed properties:
Total charge: +1

Bonds (Å) are listed after each position.
Atoms and positions in Å:
1 C 3.940 -1.617 1.733  O2 1.499, H23 1.194, H24 1.181, H25 1.188
2 O 3.599 -0.416 0.901  C1 1.499, C3 1.471
3 C 3.621 0.713 1.844  O2 1.471, C4 1.639, H26 1.180, H27 1.192
4 C 3.599 2.199 1.152  C3 1.639, C5 1.640, H28 1.187, H29 1.190
5 C 3.062 2.237 -0.397  C4 1.640, C6 1.640, H30 1.194, H31 1.193
6 C 1.438 2.089 -0.575  C5 1.640, C7 1.662, H32 1.187, H33 1.194
7 C 0.613 3.526 -0.451  C6 1.662, C8 1.639, H34 1.171, H35 1.176
8 C -0.008 3.810 1.039  C7 1.639, C9 1.670, H36 1.171, H37 1.189
9 C -1.357 2.881 1.369  C8 1.670, C10 1.650, C22 1.673, H38 1.174
10 C -2.640 3.246 0.397  C9 1.650, N11 1.543, H39 1.173, H40 1.193
11 N -3.871 2.366 0.702  C10 1.543, C12 1.526, H41 1.043
12 C -3.641 1.925 2.145  N11 1.526, N13 1.372, N21 1.544
13 N -3.634 0.630 2.598  C12 1.372, C14 1.512, H42 1.064
14 C -3.901 -0.618 1.787  N13 1.512, C15 1.667, H43 1.173, H44 1.192
15 C -2.530 -1.289 1.119  C14 1.667, C16 1.648, H45 1.171, H46 1.193
16 C -2.987 -2.166 -0.199  C15 1.648, C17 1.639, H47 1.185, H48 1.170
17 C -1.818 -2.364 -1.330  C16 1.639, O18 1.472, H49 1.193, H50 1.190
18 O -0.888 -1.231 -1.468  C17 1.472, C19 1.501
19 C -1.629 -0.004 -1.913  O18 1.501, O20 1.355, H51 1.179
20 O -2.346 -0.022 -3.063  C19 1.355
21 N -3.339 3.074 3.131  C12 1.544, C22 1.543, H52 1.064
22 C -1.827 3.300 2.918  C9 1.673, N21 1.543, H53 1.186, H54 1.170
23 H 3.883 -1.354 2.896  C1 1.194
24 H 3.206 -2.522 1.542  C1 1.181
25 H 5.059 -1.970 1.545  C1 1.188
26 H 2.719 0.554 2.587  C3 1.180
27 H 4.636 0.648 2.466  C3 1.192
28 H 4.708 2.619 1.191  C4 1.187
29 H 2.960 2.915 1.857  C4 1.190
30 H 3.434 3.244 -0.919  C5 1.194
31 H 3.599 1.370 -1.016  C5 1.193
32 H 0.961 1.234 0.096  C6 1.187
33 H 1.260 1.730 -1.699  C6 1.194
34 H 1.259 4.456 -0.749  C7 1.171
35 H -0.265 3.455 -1.229  C7 1.176
36 H -0.332 4.917 1.238  C8 1.171
37 H 0.806 3.442 1.824  C8 1.189
38 H -0.991 1.769 1.289  C9 1.174
39 H -2.388 3.272 -0.748  C10 1.173
40 H -2.978 4.346 0.709  C10 1.193
41 H -3.893 1.558 0.043  N11 1.043
42 H -3.384 0.493 3.623  N13 1.064
43 H -4.336 -1.440 2.502  C14 1.173
44 H -4.681 -0.360 0.924  C14 1.192
45 H -1.693 -0.499 0.904  C15 1.171
46 H -2.083 -2.030 1.940  C15 1.193
47 H -3.322 -3.248 0.147  C16 1.185
48 H -3.892 -1.621 -0.702  C16 1.170
49 H -2.357 -2.546 -2.378  C17 1.193
50 H -1.193 -3.359 -1.138  C17 1.190
51 H -1.604 0.943 -1.212  C19 1.179
52 H -3.852 3.951 2.815  N21 1.064
53 H -1.305 2.620 3.737  C22 1.186
54 H -1.623 4.445 3.051  C22 1.170
55 C 0.897 -3.784 -3.644  C56 1.523, H60 1.094, H61 1.094, H62 1.095
56 C 2.360 -3.903 -3.234  C55 1.523, C57 1.529, H63 1.097, H64 1.097
57 C 2.965 -5.269 -3.559  C56 1.529, C58 1.468, H65 1.096, H66 1.096
58 C 2.322 -6.355 -2.808  C57 1.468, N59 1.161
59 N 1.804 -7.210 -2.219  C58 1.161
60 H 0.270 -4.500 -3.103  C55 1.094
61 H 0.524 -2.780 -3.420  C55 1.094
62 H 0.776 -3.962 -4.717  C55 1.095
63 H 2.451 -3.695 -2.161  C56 1.097
64 H 2.934 -3.130 -3.760  C56 1.097
65 H 4.033 -5.250 -3.314  C57 1.096
66 H 2.890 -5.464 -4.635  C57 1.096

Atom charges from the Löwdin analysis, given in e for atoms 1 to 8:
1 C -0.119
2 O -0.263
3 C -0.249
4 C -0.170
5 C -0.204
6 C -0.203
7 C -0.188
8 C -0.163

DFT (ωB97M-V/def2-TZVPD) results for 3 unconnected molecules or ions with the total composition C20H40B.

Computed properties:
Total charge: -1

Bonds (Å) are listed after each position.
Atoms and positions in Å:
1 B 1.449 3.398 -0.936  C2 1.671, H10 1.237, H11 1.233, H12 1.225
2 C 1.019 4.936 -1.426  B1 1.671, C3 1.493, H13 1.093, H14 1.092
3 C -0.470 5.007 -1.499  C2 1.493, C4 1.398, C9 1.400
4 C -1.144 4.580 -2.647  C3 1.398, C5 1.393, H15 1.078
5 C -2.536 4.584 -2.690  C4 1.393, C6 1.392, H16 1.081
6 C -3.280 5.015 -1.595  C5 1.392, C7 1.514, C8 1.394
7 C -4.792 5.040 -1.656  C6 1.514, H17 1.087, H18 1.090, H19 1.083
8 C -2.612 5.451 -0.450  C6 1.394, C9 1.390, H20 1.082
9 C -1.223 5.448 -0.404  C3 1.400, C8 1.390, H21 1.079
10 H 0.706 3.130 0.016  B1 1.237
11 H 1.126 2.626 -1.841  B1 1.233
12 H 2.635 3.315 -0.640  B1 1.225
13 H 1.427 5.179 -2.411  C2 1.093
14 H 1.385 5.691 -0.726  C2 1.092
15 H -0.553 4.240 -3.482  C4 1.078
16 H -3.036 4.240 -3.585  C5 1.081
17 H -5.212 4.733 -0.702  C7 1.087
18 H -5.122 6.067 -1.813  C7 1.090
19 H -5.165 4.418 -2.461  C7 1.083
20 H -3.160 5.790 0.419  C8 1.082
21 H -0.677 5.768 0.469  C9 1.079
22 C -1.642 1.703 2.445  C23 1.524, H28 1.092, H29 1.090, H30 1.094
23 C -1.017 0.577 1.628  C22 1.524, C24 1.527, H31 1.092, H32 1.093
24 C -0.781 -0.705 2.424  C23 1.527, C25 1.529, H33 1.095, H34 1.096
25 C 0.191 -0.557 3.596  C24 1.529, C26 1.528, H35 1.097, H36 1.094
26 C 1.572 -0.024 3.214  C25 1.528, C27 1.524, H37 1.094, H38 1.092
27 C 2.315 -0.924 2.234  C26 1.524, H39 1.094, H40 1.091, H41 1.091
28 H -0.995 2.013 3.267  C22 1.092
29 H -1.812 2.577 1.815  C22 1.090
30 H -2.604 1.393 2.866  C22 1.094
31 H -0.082 0.932 1.189  C23 1.092
32 H -1.676 0.349 0.787  C23 1.093
33 H -0.414 -1.479 1.743  C24 1.095
34 H -1.738 -1.075 2.810  C24 1.096
35 H 0.305 -1.536 4.077  C25 1.097
36 H -0.244 0.101 4.353  C25 1.094
37 H 2.166 0.081 4.127  C26 1.094
38 H 1.486 0.978 2.788  C26 1.092
39 H 2.442 -1.929 2.647  C27 1.094
40 H 3.306 -0.523 2.016  C27 1.091
41 H 1.781 -1.008 1.286  C27 1.091
42 C 0.628 -7.317 -1.010  C43 1.526, H48 1.091, H49 1.091, H50 1.092
43 C 1.684 -6.420 -1.649  C42 1.526, C44 1.528, H51 1.093, H52 1.094
44 C 2.340 -5.455 -0.663  C43 1.528, C45 1.529, H53 1.093, H54 1.095
45 C 1.386 -4.452 -0.013  C44 1.529, C46 1.528, H55 1.094, H56 1.094
46 C 0.614 -3.563 -0.987  C45 1.528, C47 1.526, H57 1.093, H58 1.094
47 C 1.512 -2.670 -1.838  C46 1.526, H59 1.091, H60 1.090, H61 1.092
48 H -0.202 -6.736 -0.604  C42 1.091
49 H 0.213 -8.011 -1.743  C42 1.091
50 H 1.058 -7.905 -0.197  C42 1.092
51 H 1.238 -5.864 -2.478  C43 1.093
52 H 2.463 -7.049 -2.088  C43 1.094
53 H 3.141 -4.916 -1.177  C44 1.093
54 H 2.828 -6.034 0.128  C44 1.095
55 H 1.964 -3.812 0.661  C45 1.094
56 H 0.672 -4.986 0.622  C45 1.094
57 H -0.065 -2.931 -0.410  C46 1.093
58 H -0.018 -4.176 -1.636  C46 1.094
59 H 2.126 -2.023 -1.210  C47 1.091
60 H 0.915 -2.027 -2.486  C47 1.090
61 H 2.176 -3.255 -2.477  C47 1.092

Atom charges from the Löwdin analysis, given in e for atoms 1 to 8:
1 B -0.458
2 C -0.262
3 C -0.296
4 C -0.046
5 C -0.067
6 C -0.312
7 C -0.078
8 C -0.072

| no. | total energy (Eh) |
| --- | --- |
| 1 | -39848.37796 |
| 2 | -1229.61290 |
| 3 | -810.92844 |